Density functional theory data (ωB97M-V/def2-TZVPD) for one molecule with the formula H2NOP at a distorted geometry.

```
5
Properties=species:S:1:pos:R:3:mulliken_charge:R:1
O 1.8268 -0.3811 0.2554 -0.304
N 0.8298 0.4271 -0.0122 0.007
P -0.6404 -0.1151 -0.5882 0.058
H -1.0353 -1.1011 0.3982 0.107
H -0.9808 1.1702 -0.0532 0.132
```

Output
SMILES string: O=NP
Charge: 0
LUMO (alpha / beta) (eV): -1.1 / -1.1

=====

Density functional theory data (ωB97M-V/def2-TZVPD) for a 2-piece molecular cluster, H2NOS overall at a distorted geometry.

```
5
Properties=species:S:1:pos:R:3:mulliken_charge:R:1
N 0.8269 0.1228 -0.1385 -0.081
O 1.2838 0.5793 0.8815 -0.471
S -0.5160 -1.2978 -0.0354 -0.460
H -0.1296 1.0491 -0.9113 -0.035
H -1.4651 -0.4534 0.2037 0.047
```

Output
Charge: -1
LUMO (alpha / beta) (eV): 4.3 / 4.3

=====

Density functional theory data (ωB97M-V/def2-TZVPD) for H2NOS as an isolated structure at a distorted geometry.

```
5
Properties=species:S:1:pos:R:3:mulliken_charge:R:1
N 0.0671 0.3190 -0.6745 -0.077
O -1.1701 0.7232 -0.6862 -0.521
S 0.7931 -0.8279 1.0578 -0.574
H 0.2013 -0.2442 -1.5902 0.111
H 0.1086 0.0300 1.8931 0.060
```

Output
Charge: -1
LUMO (alpha / beta) (eV): 4.5 / 4.3

=====

Density functional theory data (ωB97M-V/def2-TZVPD) for H2O2Si2 as an isolated structure at a distorted geometry.

```
6
Properties=species:S:1:pos:R:3:mulliken_charge:R:1
O 1.1250 1.3543 0.1627 0.140
O -1.1660 0.5507 -1.0889 -0.523
Si -0.2505 1.5921 -0.4212 0.420
Si 1.7529 0.0206 0.9081 0.085
H -0.3623 3.0531 -0.3651 -0.041
H 0.4388 -0.2910 1.4727 -0.081
```

Output
Charge: 0
LUMO (eV): -0.9

=====

Density functional theory data (ωB97M-V/def2-TZVPD) for one molecule with the formula H2O2Si2 at a distorted geometry.

```
6
Properties=species:S:1:pos:R:3:mulliken_charge:R:1
O 2.4122 0.4359 0.5046 -0.528
O -0.4000 0.4534 -0.2141 0.257
Si 1.1472 -0.0475 -0.1717 0.458
Si -1.9124 0.8902 0.1747 -0.032
H 1.0920 -1.2754 -0.9185 -0.048
H -2.3391 -0.4565 0.6250 -0.107
```

Output
Charge: 0
LUMO (eV): -0.8

=====

Density functional theory data (ωB97M-V/def2-TZVPD) for a 2-piece molecular cluster, H2O4P2 overall at a distorted geometry.

```
8
Properties=species:S:1:pos:R:3:mulliken_charge:R:1
O 0.5445 0.4548 1.7292 -0.425
O -2.1799 -1.4076 0.8499 -0.666
O 4.2250 -0.5592 -1.2158 -1.148
O -2.4018 0.0573 -1.2684 -0.714
P 0.3953 0.4927 0.2586 0.357
P -1.8678 -0.1662 0.1182 0.465
H 3.7017 0.1628 -1.4044 0.153
H -2.4169 0.9654 0.9326 -0.023
```

Output
Charge: -2
LUMO (eV): 5.8

=====

Density functional theory data (ωB97M-V/def2-TZVPD) for H2ORb as an isolated structure at a distorted geometry.

```
4
Properties=species:S:1:pos:R:3:mulliken_charge:R:1
Rb 0.8235 -1.6260 -0.6824 0.980
O 0.0874 0.5321 0.0808 -0.644
H -0.4069 -0.1892 0.4702 0.340
H -0.5040 1.2831 0.1314 0.323
```

Output
Charge: +1
LUMO (eV): -4.3

=====

Density functional theory data (ωB97M-V/def2-TZVPD) for H2P2S4 as an isolated structure at a distorted geometry.

```
8
Properties=species:S:1:pos:R:3:mulliken_charge:R:1
P 0.3587 -1.3470 0.3964 0.275
P -0.4690 1.6711 0.5491 0.356
S -0.4945 3.0861 1.8558 -0.245
S -1.6382 -0.8506 0.4965 -0.356
S 1.2837 0.7221 0.0312 -0.159
S 0.4215 -2.3535 -1.4394 -0.204
H -1.0892 1.9553 -0.6652 0.164
H 1.6271 -2.8835 -1.2243 0.169
```

Output
Charge: 0
LUMO (eV): -2.4

=====

Density functional theory data (ωB97M-V/def2-TZVPD) for one molecule with the formula H2P2S4 at a distorted geometry.

```
8
Properties=species:S:1:pos:R:3:lowdin_spin:R:1
P -1.2484 -0.5689 0.5114 0.593
P 1.8094 0.0369 -0.4489 0.038
S 1.8557 1.6144 0.6054 0.449
S -0.3800 0.0004 -1.2274 0.201
S 2.1340 -1.6709 0.4611 0.524
S -2.9165 0.6044 0.4721 0.185
H 2.5281 0.2086 -1.5084 -0.001
H -3.7823 -0.2248 1.1348 0.010
```

Output
Charge: 0
LUMO (alpha / beta) (eV): -0.2 / -3.8
2S+1: 3

=====

Energy relative to the best compared isomer or geometry (same formula, charge and spin) values (in kJ/mol) by entry order: 471.3; 235.6; 129.1; 24.8; 0.0; 258.4; 83.7; 113.5; 51.3.
Energy values (in eV) by entry order: -12854.6922; -14401.7658; -14402.8689; -19882.6550; -19882.9120; -26799.3184; -2729.2574; -61951.3633; -61949.8471.